C24H18N3OPdS3Se2 | ωB97M-V/def2-TZVPD

Geometry as XYZ:
```
52
Properties=species:S:1:pos:R:3:lowdin_charge:R:1
Pd -1.20 0.94 -1.55 0.451
Se -3.35 2.50 0.91 0.619
Se -4.56 1.62 -0.86 0.594
C -4.06 -0.23 -0.74 -0.683
C -5.07 -1.17 -0.64 -0.131
C -4.72 -2.51 -0.59 -0.087
C -3.37 -2.85 -0.60 -0.058
C -2.43 -1.83 -0.69 -0.138
N -2.77 -0.55 -0.78 -0.035
C -1.93 3.48 0.06 -0.674
C -2.09 4.86 -0.09 -0.125
C -1.04 5.60 -0.60 -0.084
C 0.14 4.94 -0.92 -0.064
C 0.20 3.57 -0.76 -0.149
N -0.82 2.84 -0.29 -0.043
H -6.11 -0.86 -0.58 0.086
H -5.48 -3.27 -0.51 0.098
H -3.05 -3.87 -0.54 0.102
H -1.36 -2.01 -0.68 0.068
H -3.03 5.32 0.19 0.087
H -1.13 6.67 -0.72 0.099
H 1.00 5.47 -1.31 0.099
H 1.09 3.00 -1.03 0.099
O 0.26 -0.69 -0.18 -0.315
C 1.36 -1.08 0.46 -0.709
C 1.07 -1.41 1.93 -0.445
C 1.86 -1.41 3.04 -0.138
C 1.17 -1.84 4.21 -0.207
C -0.13 -2.14 3.95 -0.442
S -0.53 -1.89 2.30 1.073
C 2.45 0.01 0.45 -0.438
C 2.21 1.32 0.75 -0.139
C 3.37 2.13 0.68 -0.204
C 4.48 1.42 0.33 -0.445
S 4.11 -0.23 0.09 1.036
C 1.93 -2.34 -0.18 -0.486
C 2.79 -3.30 0.25 -0.154
C 3.06 -4.29 -0.74 -0.207
C 2.38 -4.05 -1.89 -0.443
S 1.41 -2.64 -1.79 1.059
H 2.90 -1.11 3.02 0.107
H 1.62 -1.90 5.19 0.086
H -0.88 -2.47 4.65 0.047
H 1.21 1.66 0.99 0.105
H 3.38 3.20 0.87 0.091
H 5.48 1.79 0.19 0.046
H 3.21 -3.31 1.25 0.105
H 3.71 -5.14 -0.59 0.086
H 2.38 -4.65 -2.79 0.047
N -0.47 0.92 -4.51 0.041
C -0.88 1.08 -3.41 -0.326
H 0.20 0.69 -5.21 0.041
```

The energy is -7290.15081 Eh. Its maximum force is 0.6 eV Å⁻¹. Its charge is -1. For the molar mass, the calculation gives 724.97 g/mol.